{
  "formula": "C16H38N2O5Si",
  "method": "ωB97M-V/def2-TZVPD",
  "species": ["C", "C", "C", "C", "C", "C", "C", "Si", "O", "C", "C", "C", "C", "C", "C", "C", "H", "H", "H", "H", "H", "H", "H", "H", "H", "H", "H", "H", "H", "H", "H", "H", "H", "H", "H", "H", "H", "H", "H", "H", "H", "H", "H", "H", "H", "H", "H", "H", "C", "N", "O", "O", "H", "H", "H", "C", "N", "O", "O", "H", "H", "H"],
  "positions_angstrom": [[3.4343, 0.3524, 2.3140], [3.4222, -0.9783, 1.5578], [2.8499, -2.1669, 2.3557], [1.4890, -2.6787, 1.8486], [0.2781, -2.0028, 2.5164], [-1.0544, -2.7013, 2.2191], [-2.2648, -1.8888, 2.7372], [-2.6074, -0.4547, 1.5931], [-2.2346, 0.9861, 2.3059], [-2.0839, 2.1203, 1.4678], [-0.6371, 2.2504, 0.9660], [0.2218, 2.9928, 1.9955], [-0.5566, 2.9205, -0.4083], [-0.7968, 2.0546, -1.6607], [0.0894, 0.7949, -1.7019], [-2.2827, 1.7053, -1.9116], [4.2212, 0.3791, 3.0763], [3.5959, 1.2011, 1.6402], [2.4757, 0.5156, 2.8277], [2.8405, -0.8508, 0.6327], [4.4468, -1.2117, 1.2392], [3.5650, -2.9957, 2.3681], [2.7324, -1.8499, 3.4037], [1.4126, -3.7670, 1.9468], [1.4171, -2.4608, 0.7675], [0.2150, -0.9587, 2.1634], [0.4301, -1.9412, 3.6051], [-1.0362, -3.7070, 2.6595], [-1.1495, -2.8554, 1.1354], [-2.0824, -1.5416, 3.7614], [-3.1685, -2.5141, 2.7717], [-4.0288, -0.4079, 1.1586], [-1.7522, -0.6071, 0.3876], [-2.8030, 2.0760, 0.6417], [-2.3408, 3.0042, 2.0707], [-0.2452, 1.2279, 0.8968], [0.0476, 2.5994, 3.0045], [-0.0210, 4.0636, 1.9986], [1.2904, 2.8961, 1.7718], [0.4411, 3.3745, -0.5071], [-1.2701, 3.7633, -0.4177], [-0.4624, 2.6790, -2.5037], [-0.2929, 0.0731, -2.4328], [1.1180, 1.0409, -1.9989], [0.1289, 0.2884, -0.7326], [-2.9632, 2.3910, -1.3924], [-2.5227, 0.6854, -1.5873], [-2.5231, 1.7605, -2.9820], [1.3612, -4.1666, -1.7522], [0.0416, -4.0934, -1.0708], [-0.1696, -4.8463, -0.1512], [-0.7325, -3.2573, -1.4742], [1.9433, -4.9466, -1.2776], [1.1693, -4.3742, -2.8004], [1.8228, -3.1889, -1.6493], [-0.7675, 3.3725, -5.4865], [-0.4644, 1.9552, -5.8258], [-0.7409, 1.5637, -6.9327], [0.0398, 1.2872, -4.9538], [-1.2145, 3.8401, -6.3546], [-1.4419, 3.3578, -4.6350], [0.1708, 3.8405, -5.2049]],
  "orbital_gap_ha": 0.373,
  "e_lumo_ev": 0.33,
  "smiles": "CCCCCCC[SiH2]OC[C@H](C)CC(C)C.C[N+](=O)[O-].C[N+](=O)[O-]"
}


{
  "formula": "C24H27F5LiN7O2S",
  "method": "ωB97M-V/def2-TZVPD",
  "species": ["Li", "C", "C", "N", "N", "C", "N", "S", "C", "C", "C", "C", "C", "N", "H", "H", "H", "H", "H", "H", "H", "H", "H", "H", "C", "O", "C", "C", "C", "C", "C", "C", "N", "C", "C", "C", "C", "C", "C", "C", "O", "H", "H", "H", "H", "H", "H", "H", "H", "H", "H", "H", "H", "H", "N", "N", "H", "H", "H", "H", "F", "C", "F", "C", "F", "F", "F"],
  "positions_angstrom": [[1.0085, 0.0285, 0.3407], [-1.3236, 2.9692, 2.6357], [-0.3837, 2.4052, 1.6052], [0.3201, 1.3203, 1.9056], [0.5061, 1.0424, 3.2160], [1.0790, -0.1238, 3.6214], [1.3410, -0.1969, 4.9278], [1.5259, -1.3546, 2.6039], [-0.2898, 2.8451, 0.2555], [-0.8248, 4.0895, -0.1271], [-0.8328, 4.4235, -1.4646], [-0.3471, 3.5431, -2.4247], [0.0819, 2.2703, -1.9483], [0.1567, 1.9455, -0.6590], [-1.7161, 2.1500, 3.2815], [-2.1170, 3.5892, 2.1965], [-0.7230, 3.6296, 3.3450], [0.1776, 1.7855, 3.8810], [1.2928, 0.6401, 5.5138], [1.6772, -1.0616, 5.3046], [-1.3536, 4.6950, 0.5737], [-1.1854, 5.4693, -1.7653], [-0.3651, 3.7510, -3.5193], [0.4016, 1.5472, -2.6485], [-4.3102, -3.5190, -2.4690], [-3.1433, -2.7185, -2.1199], [-3.2173, -1.8730, -1.0429], [-3.9220, -0.7021, -1.0463], [-4.1347, 0.0648, 0.0748], [-3.6435, -0.3835, 1.2771], [-2.8401, -1.5445, 1.3153], [-2.4484, -2.1819, 0.1221], [-1.2374, -2.8357, 0.0453], [-0.9403, -3.6904, -0.9687], [0.1632, -3.6791, -1.7391], [0.2546, -4.6827, -2.7949], [1.0127, -4.3932, -3.9152], [1.7555, -3.2148, -3.9976], [1.8107, -2.3097, -2.9206], [0.9922, -2.4575, -1.7747], [0.9779, -1.6190, -0.8251], [-4.1741, -3.8087, -3.5179], [-5.2292, -2.9232, -2.3474], [-4.4234, -4.4548, -1.8936], [-4.3409, -0.4159, -1.9940], [-4.6361, 1.0417, -0.0638], [-3.8320, 0.1916, 2.1783], [-2.4137, -1.8904, 2.2882], [-0.4631, -2.3455, 0.4476], [-1.6621, -4.4716, -1.2093], [-0.2501, -5.6726, -2.6439], [0.9798, -5.0304, -4.7960], [2.4606, -3.1943, -4.8467], [2.4250, -1.4254, -3.0088], [4.0857, 0.4401, -1.0861], [3.2884, -0.0823, 0.0144], [3.8573, 1.4433, -1.1740], [3.6832, 0.0747, -1.9953], [3.9272, -0.0179, 0.8121], [3.2092, -1.0789, -0.1444], [4.5704, 3.9253, 0.7251], [4.2079, 3.0009, 1.6391], [5.3146, 2.2494, 1.9500], [3.6888, 3.5839, 2.9171], [2.5377, 4.1937, 2.5694], [4.5260, 4.4591, 3.5194], [3.4270, 2.5454, 3.7889]],
  "relative_energy_kcal_mol": 20.5,
  "orbital_gap_ha": [0.111, 0.111],
  "e_lumo_ev": [-1.22, -1.22]
}


{
  "formula": "C40H76F12O20",
  "method": "ωB97M-V/def2-TZVPD",
  "species": ["C", "C", "O", "C", "O", "C", "F", "F", "F", "H", "H", "H", "H", "H", "C", "C", "O", "C", "O", "C", "F", "F", "F", "H", "H", "H", "H", "H", "C", "C", "O", "C", "O", "C", "F", "F", "F", "H", "H", "H", "H", "H", "C", "C", "O", "C", "O", "C", "F", "F", "F", "H", "H", "H", "H", "H", "C", "O", "C", "C", "O", "C", "C", "O", "C", "H", "H", "H", "H", "H", "H", "H", "H", "H", "H", "H", "H", "H", "H", "C", "O", "C", "C", "O", "C", "C", "O", "C", "H", "H", "H", "H", "H", "H", "H", "H", "H", "H", "H", "H", "H", "H", "C", "O", "C", "C", "O", "C", "C", "O", "C", "H", "H", "H", "H", "H", "H", "H", "H", "H", "H", "H", "H", "H", "H", "C", "O", "C", "C", "O", "C", "C", "O", "C", "H", "H", "H", "H", "H", "H", "H", "H", "H", "H", "H", "H", "H", "H"],
  "positions_angstrom": [[2.5699, 3.5923, 2.9467], [1.1184, 3.6511, 3.2373], [0.7138, 2.8412, 4.2814], [0.8717, 3.2364, 5.6128], [1.3198, 4.3192, 5.9559], [0.5301, 2.0865, 6.5489], [0.0038, 2.5740, 7.6695], [-0.3157, 1.2722, 5.9604], [1.5894, 1.4117, 6.8933], [2.8215, 2.5346, 2.8693], [3.1032, 4.0986, 3.7513], [2.7506, 4.1448, 2.0246], [0.6256, 3.3487, 2.3133], [0.7237, 4.6646, 3.3094], [7.7021, -2.5359, 1.2764], [7.6776, -1.9758, 2.6454], [6.8342, -0.8760, 2.5546], [7.0636, 0.2736, 3.2146], [7.9685, 0.3401, 4.0073], [6.1930, 1.4803, 2.9130], [5.2467, 1.5070, 3.8308], [6.8716, 2.6337, 2.9934], [5.5996, 1.3497, 1.7284], [6.7866, -3.0844, 1.0550], [8.5441, -3.2276, 1.3040], [7.8875, -1.7191, 0.5789], [8.7325, -1.8451, 2.8865], [7.3398, -2.6593, 3.4244], [-2.8664, 1.0258, 3.1937], [-3.6557, -0.2632, 3.4279], [-2.8417, -1.2634, 3.9963], [-3.0763, -2.5724, 3.8089], [-4.0328, -2.9521, 3.1332], [-2.0219, -3.5154, 4.4272], [-1.8359, -4.4906, 3.5556], [-0.8298, -2.9072, 4.6716], [-2.4864, -4.0047, 5.6242], [-2.1418, 0.8907, 2.3906], [-2.3158, 1.3306, 4.0836], [-3.5696, 1.7324, 2.7528], [-3.9275, -0.6269, 2.4369], [-4.5891, -0.2152, 3.9886], [-4.3110, -5.6780, 1.0633], [-3.0183, -5.4226, 0.2296], [-3.3809, -4.8582, -0.9902], [-2.6243, -4.8747, -2.0653], [-1.5204, -5.3947, -2.0946], [-3.2033, -4.1776, -3.3120], [-4.5247, -4.3083, -3.3508], [-2.8678, -2.8510, -3.3778], [-2.6915, -4.7562, -4.4109], [-4.9115, -4.7686, 1.0850], [-4.1780, -5.9649, 2.1064], [-4.9381, -6.4318, 0.5872], [-2.5323, -6.3888, 0.0940], [-2.3552, -4.7577, 0.7830], [-2.3003, -1.7706, 0.4491], [-2.3173, -1.0014, -0.7325], [-1.1093, -0.6591, -1.2887], [-0.2611, 0.2805, -0.3473], [0.3570, -0.5521, 0.6815], [0.9367, 0.2352, 1.7832], [1.6759, -0.7538, 2.7336], [2.9907, -1.1891, 2.2000], [3.7147, -1.9147, 3.1555], [-3.3174, -2.1388, 0.5836], [-1.9290, -1.1709, 1.2801], [-1.6787, -2.6483, 0.2724], [-1.3771, -0.1016, -2.1863], [-0.5520, -1.5558, -1.5596], [-0.9245, 1.0324, 0.0801], [0.6234, 0.7274, -0.8013], [0.2184, 0.8264, 2.3513], [1.7218, 0.8488, 1.3416], [1.0600, -1.6134, 2.9979], [1.7717, -0.1926, 3.6630], [4.6238, -2.4045, 2.8066], [3.0573, -2.7245, 3.4720], [3.9077, -1.3606, 4.0741], [-6.8185, -2.7377, -0.6139], [-6.7059, -1.3275, -0.4493], [-7.4658, -0.7022, -1.5197], [-7.6127, 0.8197, -1.2284], [-6.4923, 1.5116, -1.8053], [-5.3391, 1.4504, -1.0187], [-4.1413, 1.9163, -1.8954], [-4.0151, 3.3418, -1.9517], [-4.9956, 4.0696, -2.6480], [-6.4682, -3.0416, -1.6003], [-7.8296, -3.1404, -0.5544], [-6.3038, -3.3268, 0.1451], [-8.4279, -1.1872, -1.6848], [-6.8608, -0.8951, -2.4057], [-7.8250, 1.0462, -0.1835], [-8.5295, 1.1414, -1.7224], [-5.0943, 0.4948, -0.5549], [-5.5253, 2.0666, -0.1391], [-4.2111, 1.4418, -2.8742], [-3.3128, 1.3983, -1.4124], [-5.0066, 3.7520, -3.6907], [-4.7203, 5.1239, -2.6753], [-5.9506, 3.9544, -2.1353], [-0.0734, 4.5387, -5.4773], [-0.5287, 3.2940, -5.0967], [-1.0643, 3.1356, -3.7904], [-0.0927, 3.3790, -2.6072], [0.2846, 4.7108, -2.4784], [0.9328, 5.1212, -1.2787], [2.2754, 4.4734, -1.0548], [2.1605, 3.0698, -0.8800], [3.4074, 2.4452, -0.8272], [0.6896, 4.8308, -4.7558], [-0.8451, 5.2707, -5.7157], [0.4089, 4.4043, -6.4455], [-1.4634, 2.1217, -3.7630], [-1.9363, 3.7777, -3.6663], [0.7507, 2.7112, -2.7832], [-0.5841, 3.0149, -1.7049], [0.1949, 4.9887, -0.4875], [1.0724, 6.1955, -1.3991], [2.8169, 4.9824, -0.2574], [2.7835, 4.6323, -2.0059], [3.8377, 2.4710, -1.8283], [3.1613, 1.4101, -0.5904], [3.9800, 2.8833, -0.0097], [2.5908, -2.5891, -0.3528], [3.9814, -2.8084, -0.5527], [4.7885, -1.6433, -0.8563], [4.4068, -1.0059, -2.2505], [4.6852, -1.8893, -3.2870], [4.5437, -1.4741, -4.6153], [3.0964, -1.3265, -5.0259], [2.4518, -0.1676, -4.5104], [1.1179, -0.0004, -5.0007], [2.3006, -3.0447, 0.5939], [1.9918, -2.9160, -1.2028], [2.3531, -1.5298, -0.2558], [5.8548, -1.8691, -0.8482], [4.5904, -0.8741, -0.1098], [4.9663, -0.0786, -2.3740], [3.3631, -0.6935, -2.2153], [4.9997, -2.2411, -5.2412], [5.1053, -0.5929, -4.9254], [2.5891, -2.2119, -4.6427], [2.9724, -1.2932, -6.1083], [0.4874, -0.8837, -4.8992], [1.1578, 0.2309, -6.0651], [0.5714, 0.6985, -4.3675]],
  "relative_energy_kcal_mol": 56.2,
  "orbital_gap_ha": 0.351,
  "e_lumo_ev": 0.41,
  "smiles": "CCOC(=O)C(F)(F)F.CCOC(=O)C(F)(F)F.CCOC(=O)C(F)(F)F.CCOC(=O)C(F)(F)F.COCCOCCOC.COCCOCCOC.COCCOCCOC.COCCOCCOC"
}


no.,largest force on an atom (Eh/bohr)
1,0.00965
2,0.08284
3,0.07781